#w
Below is C3HN3O as an isolated structure, with properties calculated with ωB97M-V/def2-TZVPD.

Structure (ORCA input):
```
! wB97M-V def2-TZVPD RIJCOSX def2/J DEFGRID3
* xyz 0 1
C -0.072 -1.102 0.466
N 0.782 0.282 -1.862
C -0.392 0.434 -1.726
O -0.007 -1.226 1.664
H -0.075 -1.955 -0.239
N -0.073 1.255 0.583
C -0.155 0.200 -0.197
N -0.008 2.112 1.312
*
```

Summary:
- HOMO (alpha / beta): -9.486 / -9.487 eV
- Frontier orbital gap (alpha / beta): 8.3 / 8.3 eV



#x
Below is a 2-piece molecular cluster, C3HN3O overall, with properties calculated with ωB97M-V/def2-TZVPD.

Structure (ORCA input):
```
! wB97M-V def2-TZVPD RIJCOSX def2/J DEFGRID3
* xyz 0 1
C 1.311 1.230 0.000
C -2.024 0.073 -0.128
C 1.191 -0.108 0.116
O 1.050 -2.437 0.245
N -2.703 -0.032 -1.034
N 1.138 -1.271 0.165
N 1.413 2.375 -0.069
H -1.376 0.171 0.705
*
```

Summary:
- SMILES: N#CC#[N+][O-].C#N
- HOMO: -11.175 eV
- Frontier orbital gap: 10.8 eV



Result of the stability comparison: #x is the most stable of them.



#w
Below is a 11-piece molecular cluster, H21O11 overall, with properties calculated with ωB97M-V/def2-TZVPD.

Structure (ORCA input):
```
! wB97M-V def2-TZVPD RIJCOSX def2/J DEFGRID3
* xyz -1 1
H -1.518 -1.291 0.749
H 0.648 1.745 0.789
H -0.096 -1.406 2.707
O 0.408 0.061 -3.878
O -0.572 -1.090 0.787
O -0.865 3.130 2.705
H -0.106 -2.248 -1.156
H 2.325 -1.040 0.178
H -1.451 -0.810 2.900
H -0.090 2.512 2.666
H 1.174 2.024 -2.020
H -0.012 -0.413 -4.562
O 0.501 1.360 1.668
H 0.853 -2.261 0.762
O 0.816 1.889 -1.146
H -0.415 -3.048 -2.474
H -1.815 1.737 0.171
H -1.772 0.280 -1.654
H -0.633 -0.558 -0.108
O -0.901 -0.036 -1.455
H 1.650 -2.698 -0.416
H -1.905 2.374 1.554
O 2.987 -0.604 -0.422
H -0.649 4.059 2.594
H 0.168 1.114 -1.148
O -0.840 -1.401 3.337
H -0.050 -0.093 -3.034
O 1.660 -2.746 0.549
H 2.333 -0.173 -1.065
O 0.165 -2.967 -1.732
H 0.499 0.405 1.435
O -2.497 2.192 0.719
*
```

Summary:
- HOMO: -7.053 eV
- Frontier orbital gap: 10.0 eV



#x
Below is H21O11 as an isolated structure, with properties calculated with ωB97M-V/def2-TZVPD.

Structure (ORCA input):
```
! wB97M-V def2-TZVPD RIJCOSX def2/J DEFGRID3
* xyz -1 1
O -0.390 -1.272 -0.854
H -1.699 0.618 3.177
O 1.521 2.988 2.629
H -1.014 -1.660 -0.253
H 0.726 -0.822 -0.449
O -3.464 -0.616 -1.269
H -0.221 1.803 -2.757
H 0.626 -3.538 -0.879
H -0.562 0.269 -0.163
O -0.965 1.205 -0.286
H -2.665 1.031 2.006
O 2.800 -1.437 3.315
H -0.471 -3.219 -0.001
O 1.540 0.004 -0.092
H -1.525 1.914 -2.017
H 2.445 -0.989 2.553
H -3.359 -0.104 -0.483
H 0.238 -1.999 -2.877
H -2.872 -0.542 -2.014
H 1.999 1.574 0.022
H 1.131 2.680 1.807
H -1.228 -1.761 -2.705
O 2.266 2.478 -0.223
H -1.055 1.458 0.647
H 3.408 -2.123 3.139
O -2.336 1.271 2.876
O -0.612 -2.308 -3.195
O 0.404 -3.561 0.054
H 2.268 -0.502 -0.478
O -1.169 1.749 -2.908
H 2.381 2.563 2.672
H 1.854 2.846 -0.992
*
```

Summary:
- HOMO: -6.443 eV
- Frontier orbital gap: 9.3 eV



Result of the stability comparison: #w is the most stable of them.



#w
Below is C5H9ClSi as an isolated structure, with properties calculated with ωB97M-V/def2-TZVPD.

Structure (ORCA input):
```
! wB97M-V def2-TZVPD RIJCOSX def2/J DEFGRID3
* xyz 0 1
Si 0.442 0.368 -2.315
C 0.740 -1.203 1.229
C 0.655 -1.448 -0.052
H 0.585 0.709 2.321
H 1.412 -1.773 1.904
H 0.837 -2.355 -0.541
H -1.549 0.930 0.346
H 1.755 0.788 -2.220
C -0.008 0.026 1.707
H 0.084 1.573 0.182
H -0.858 -0.369 2.333
H -0.255 1.437 -2.817
H -1.243 -1.104 -1.426
C -0.144 -0.464 -0.786
C -0.518 0.613 0.400
Cl 0.219 -0.925 -3.868
*
```

Summary:
- HOMO: -9.006 eV
- Frontier orbital gap: 9.9 eV



#x
Below is a 2-piece molecular cluster, C5H9ClSi overall, with properties calculated with ωB97M-V/def2-TZVPD.

Structure (ORCA input):
```
! wB97M-V def2-TZVPD RIJCOSX def2/J DEFGRID3
* xyz 0 1
H 1.512 -3.293 -1.644
H 0.101 -4.117 -2.192
H -1.093 0.238 0.329
Cl -0.323 4.268 4.087
H 0.964 -2.747 -3.333
C 0.688 -3.197 -2.306
C 1.172 2.976 1.687
H 1.627 1.999 1.490
C -0.727 -1.437 -1.030
Si -0.561 2.790 2.613
H -1.985 -1.350 0.388
H 1.030 3.386 0.620
H -2.556 -0.346 -0.914
H 1.889 3.696 2.139
C -0.103 -2.252 -1.645
C -1.634 -0.612 -0.290
*
```

Summary:
- HOMO: -8.891 eV
- Frontier orbital gap: 8.2 eV



Result of the stability comparison: #w is the most stable of them.



#w
Below is a 11-piece molecular cluster, BF4H20O10 overall, with properties calculated with ωB97M-V/def2-TZVPD.

Structure (ORCA input):
```
! wB97M-V def2-TZVPD RIJCOSX def2/J DEFGRID3
* xyz -1 1
H -1.454 3.238 2.014
O 0.773 -2.655 -4.386
H -3.205 -2.850 4.751
H 2.919 1.648 5.434
H -1.362 4.378 1.022
O 1.347 3.718 -4.745
O -4.627 -0.132 -3.426
O 4.262 0.883 -3.152
H 2.437 2.623 4.381
O -3.107 -4.761 0.794
H -2.746 -5.188 1.571
H 1.369 -3.448 2.520
O -1.378 4.191 1.961
B -0.855 -0.296 0.009
H 0.581 -2.450 -3.471
H -2.468 -4.084 0.573
H 2.477 2.350 0.870
H 0.706 3.009 -4.709
H -3.082 -1.627 3.869
H 1.733 -4.917 2.561
H -4.078 0.493 -3.901
O -3.563 -1.972 4.621
H 1.517 3.841 -5.679
H 1.239 -1.886 -4.712
O 2.011 -4.059 2.882
O 3.017 3.001 1.318
H 3.239 3.638 0.638
H 3.862 1.329 -3.898
F -0.073 0.488 -0.746
H 3.586 0.897 -2.474
F -2.181 0.036 -0.189
O 2.545 2.523 5.327
F -0.567 -0.207 1.377
F -0.630 -1.581 -0.456
H -4.244 -0.171 -2.550
*
```

Summary:
- HOMO: -8.709 eV
- Frontier orbital gap: 10.7 eV



#x
Below is a 11-piece molecular cluster, BF4H20O10 overall, with properties calculated with ωB97M-V/def2-TZVPD.

Structure (ORCA input):
```
! wB97M-V def2-TZVPD RIJCOSX def2/J DEFGRID3
* xyz -1 1
H -0.567 6.225 19.598
B -3.347 6.026 21.042
H -0.938 5.176 24.542
F -4.221 7.062 20.654
H -5.160 6.046 22.749
H -3.348 6.790 18.600
H -2.939 8.413 20.068
H -6.192 4.970 22.471
O -7.579 7.632 20.290
H -1.237 2.844 19.828
H -6.963 7.423 19.581
H -3.830 6.406 25.875
O -2.565 9.185 19.621
H -6.487 3.832 20.451
O -5.978 5.673 23.092
H -3.226 9.406 18.960
H -8.113 8.354 19.948
F -2.123 6.172 20.357
H -1.517 8.481 23.159
H 0.170 6.669 18.334
O -3.415 6.904 17.644
O -3.160 5.990 25.328
O -1.963 2.838 20.457
H -2.385 3.701 20.355
H -2.872 8.065 22.614
O -2.346 8.842 22.835
H -5.105 3.227 20.597
O 0.318 6.389 19.240
O -6.041 3.029 20.733
H -0.767 5.620 23.100
H -2.502 6.994 17.361
F -3.904 4.783 20.722
F -3.089 6.102 22.419
H -3.404 6.222 24.425
O -0.615 4.873 23.686
*
```

Summary:
- HOMO: -8.195 eV
- Frontier orbital gap: 10.8 eV



#y
Below is a 11-piece molecular cluster, BF4H20O10 overall, with properties calculated with ωB97M-V/def2-TZVPD.

Structure (ORCA input):
```
! wB97M-V def2-TZVPD RIJCOSX def2/J DEFGRID3
* xyz -1 1
O -2.062 2.536 -3.344
H 0.153 5.892 2.108
F -0.522 -1.310 0.346
H -0.399 1.563 3.983
H -3.825 -4.120 -1.702
F 0.810 -0.416 -1.077
O 3.756 1.191 -5.568
O -0.463 2.013 4.825
O 3.536 4.266 0.592
H 0.267 -3.276 -4.772
H 0.297 -6.943 -0.931
H 3.233 -0.928 5.794
H 4.480 4.241 0.436
F -0.138 0.794 0.431
H 3.650 2.124 -5.756
H 0.731 -5.651 -0.272
H -4.964 -1.401 2.388
H -1.572 1.837 -2.910
O -0.566 6.135 2.691
H -4.629 -4.406 -0.451
O -4.714 -4.306 -1.399
O 1.057 -6.509 -0.545
O -4.885 -0.475 2.156
H -0.401 -4.533 -5.289
O 3.439 -0.021 6.021
H -1.274 6.397 2.103
H -0.639 2.926 4.596
O -0.593 -3.671 -4.920
H 3.278 3.347 0.655
H 4.164 1.166 -4.703
H 2.637 0.464 5.827
B 0.478 -0.400 0.206
H -4.080 -0.425 1.640
F 1.490 -0.640 1.085
H -1.731 2.539 -4.242
*
```

Summary:
- HOMO: -7.815 eV
- Frontier orbital gap: 10.2 eV



Result of the stability comparison: #x is the most stable of them.



#w
Below is an isolated molecule of C3H10N2OS, with properties calculated with ωB97M-V/def2-TZVPD.

Structure (ORCA input):
```
! wB97M-V def2-TZVPD RIJCOSX def2/J DEFGRID3
* xyz 0 1
O 0.386 -0.474 -1.811
H -2.914 -0.399 -0.118
H 0.758 1.927 0.387
N 1.614 0.113 0.412
C -2.454 0.579 -0.264
C 1.754 1.601 0.217
H 1.259 -2.373 0.195
H -3.039 1.456 0.084
C 0.275 -2.118 0.206
N -1.173 0.665 0.354
H -0.163 -2.828 -0.473
H 2.038 1.696 -0.872
H -2.280 0.834 -1.438
H 2.476 1.917 1.057
S 0.244 -0.462 -0.435
H -0.194 -2.028 1.108
H 1.413 -0.104 1.390
*
```

Summary:
- SMILES: CN=[S@@](C)(=O)NC
- HOMO: -7.606 eV
- Frontier orbital gap: 8.2 eV



#x
Below is a 2-piece molecular cluster, C3H10N2OS overall, with properties calculated with ωB97M-V/def2-TZVPD.

Structure (ORCA input):
```
! wB97M-V def2-TZVPD RIJCOSX def2/J DEFGRID3
* xyz 0 1
C -1.823 1.608 -0.276
O -0.623 -0.490 -1.327
H -1.759 -0.506 2.109
H -0.893 -1.602 0.860
H -0.118 -1.330 2.461
H -1.591 2.691 0.120
H -2.383 1.547 -1.171
N 2.283 0.150 -0.398
N -0.052 0.236 1.184
S -0.243 0.647 -0.480
C 2.322 -0.704 -1.451
H 2.577 -0.244 -2.507
C -0.791 -0.872 1.687
H -2.462 1.253 0.535
H 0.936 0.181 1.464
H 1.435 -1.218 -1.518
H 3.186 -1.349 -1.292
*
```

Summary:
- HOMO (alpha / beta): -8.796 / -8.601 eV
- Frontier orbital gap (alpha / beta): 8.3 / 8.1 eV



Result of the stability comparison: #w is the most stable of them.



#w
Below is C37H36ClIrN7O2P as an isolated structure, with properties calculated with ωB97M-V/def2-TZVPD.

Structure (ORCA input):
```
! wB97M-V def2-TZVPD RIJCOSX def2/J DEFGRID3
* xyz 3 2
H -5.414 3.196 -2.659
H 0.047 4.590 3.918
H -1.789 1.574 1.608
C 0.840 -5.440 2.610
H -2.873 -0.195 -2.459
C -1.548 -5.294 -1.921
C 2.696 5.874 3.158
H -2.103 -5.900 -2.633
P -0.614 0.752 -0.637
O 1.972 1.348 0.747
C 1.587 5.879 2.358
H -3.881 4.440 -1.153
C 0.135 1.845 -3.105
O 3.944 2.597 4.244
H 1.124 6.836 2.134
C -0.769 3.026 2.812
H -1.421 2.759 3.636
H -1.866 3.405 -0.319
C 2.425 0.330 -3.436
H -3.648 -4.134 -2.948
H 2.683 1.373 -5.285
C -2.205 1.486 -1.257
H 3.853 1.654 4.031
H 0.719 -6.473 2.315
N -0.661 -2.770 -0.941
H 1.545 2.752 -0.688
H -1.326 -4.222 0.482
C -3.666 3.416 -1.429
C 1.710 -1.484 3.417
H -2.043 -1.298 -1.426
C -2.520 2.813 -0.934
C 0.873 4.665 1.849
C 3.377 4.770 3.693
C 0.231 -3.712 -1.708
N -0.532 -4.507 -2.630
C -1.750 -3.575 -0.279
C -3.116 -3.519 -2.225
H 4.080 4.987 4.493
C 1.109 -5.099 3.920
C -4.521 2.723 -2.272
H 2.606 4.283 0.696
C -0.128 2.119 0.524
C 0.481 0.931 -2.103
H 0.530 -4.701 0.637
H -1.069 -5.955 -1.195
H 0.605 2.707 -5.005
C 0.720 -4.430 1.659
H 2.134 -1.216 4.379
C 2.383 1.498 2.000
H -0.757 2.445 -2.988
C 3.269 3.386 3.410
H 1.594 -3.436 5.205
C 2.583 2.886 2.330
H -2.445 -2.884 0.203
N -2.091 -2.726 -2.915
C 2.063 1.250 -4.407
C -4.207 1.422 -2.625
C 1.630 0.170 -2.316
C 1.305 2.575 0.357
C -1.186 -3.645 -3.617
C 1.333 -3.759 4.205
N 0.871 -3.140 1.927
H -0.433 -3.081 -4.169
C 0.021 4.083 2.960
H 3.054 6.841 3.491
C 1.887 3.680 1.268
Cl 2.162 -1.062 -1.185
C 1.245 -2.824 3.189
H 0.767 -4.368 -1.026
H 3.321 -0.267 -3.552
H 1.175 -5.855 4.690
N 1.753 -0.634 2.460
H -3.831 -2.861 -1.727
C -0.898 2.198 1.620
H -1.757 -4.253 -4.315
C -3.070 0.807 -2.124
C 0.909 2.001 -4.244
H -4.851 0.870 -3.296
Ir 0.495 -1.224 0.642
N 2.405 0.525 2.817
N -2.463 -4.375 -1.235
C -1.355 -1.941 -1.966
H -0.620 -1.335 -2.500
H 0.213 4.953 1.022
H 0.962 -3.126 -2.262
*
```

Summary:
- Expectation value of S²: 0.79
- HOMO (alpha / beta): -15.583 / -15.585 eV
- Frontier orbital gap (alpha / beta): 4.7 / 4.7 eV



#x
Below is C37H36ClIrN7O2P as an isolated structure, with properties calculated with ωB97M-V/def2-TZVPD.

Structure (ORCA input):
```
! wB97M-V def2-TZVPD RIJCOSX def2/J DEFGRID3
* xyz 3 2
H 2.875 -4.893 -1.393
H -6.398 -2.426 -4.592
C -2.056 0.222 1.881
H 4.852 4.855 0.572
H -2.817 4.393 2.120
C 0.611 -3.569 -1.083
C 3.107 3.670 0.216
H 2.262 0.505 4.848
H 1.996 -4.514 2.671
N 0.281 -0.057 2.213
C 0.124 2.997 1.186
H 1.899 2.939 2.405
C -3.252 -2.142 -3.344
H 1.236 -3.211 -1.902
H -1.811 3.127 0.256
C 2.347 -3.102 0.482
H -3.041 0.488 2.250
N 0.841 -4.976 -0.886
C -1.001 4.453 3.260
H -0.552 5.977 -2.819
H 1.889 -6.097 1.864
Cl 2.909 -0.085 -1.121
N 0.933 -2.795 0.144
H 2.433 4.458 0.513
H -1.291 4.646 -4.763
C -4.318 -2.596 -4.152
C 4.875 1.671 -0.561
H 2.997 -2.739 -0.317
C -1.014 0.745 4.063
C 1.732 -5.023 1.741
C -5.587 -2.108 -3.955
H -0.952 -3.188 1.019
C -5.841 -1.182 -2.937
H 0.930 4.333 4.185
N 0.339 -4.765 1.406
H 2.396 -6.310 -0.432
Ir 0.366 -0.380 -0.098
H 2.311 -0.225 2.478
C 0.125 0.805 4.845
H 0.356 -2.840 2.176
H -0.440 -3.418 -1.336
H 0.065 1.123 5.875
H -0.048 1.058 -2.791
C 2.603 2.431 -0.183
C -0.854 4.154 -3.909
C 0.183 2.882 -1.684
C 1.347 0.455 4.280
H -1.431 5.042 4.055
C -2.443 -0.853 -1.366
C 0.051 4.272 -1.688
H 0.341 4.853 -0.824
H -4.084 -3.313 -4.924
N -2.815 -0.327 -0.207
N 2.554 -4.520 0.650
C -0.696 2.773 -3.915
H -1.981 1.020 4.455
C 0.325 4.048 3.338
C 5.353 2.900 -0.135
H -6.841 -0.807 -2.787
C 3.510 1.453 -0.587
C -0.459 4.901 -2.808
O -1.215 -1.105 -1.624
H -5.015 -0.040 -1.323
C -3.515 -1.217 -2.289
N -1.860 -0.170 0.667
C 4.471 3.901 0.242
C -1.780 4.096 2.166
C -1.222 3.372 1.129
H 6.417 3.076 -0.106
P 0.817 2.058 -0.192
C 0.878 3.285 2.326
H -0.991 2.200 -4.780
C -0.002 -5.483 0.187
H 2.608 -2.599 1.417
O -2.042 -2.603 -3.584
C 0.104 -3.353 1.244
H -1.055 -5.321 -0.060
H -1.380 -2.122 -3.035
C -0.173 2.135 -2.804
H 5.557 0.894 -0.866
H 0.172 -6.551 0.327
C -4.812 -0.744 -2.113
C 1.375 0.041 2.957
C -0.910 0.302 2.741
C 2.238 -5.239 -0.576
*
```

Summary:
- Expectation value of S²: 0.76
- HOMO (alpha / beta): -14.752 / -14.743 eV
- Frontier orbital gap (alpha / beta): 4.8 / 2.6 eV



Result of the stability comparison: #x is the most stable of them.



#w
Below is a 2-piece molecular cluster, C7H15NO4 overall, with properties calculated with ωB97M-V/def2-TZVPD.

Structure (ORCA input):
```
! wB97M-V def2-TZVPD RIJCOSX def2/J DEFGRID3
* xyz 0 1
H -1.950 -0.603 2.038
H -2.299 -1.759 -4.139
H -1.673 0.654 -2.359
C -1.102 -0.060 1.602
C -1.628 -0.959 -3.817
O -1.333 -1.215 -1.561
H -0.369 2.459 2.087
H 1.455 -0.510 0.469
H 3.297 -0.981 1.910
H -1.530 0.737 0.980
O -0.343 -1.516 -3.539
H -0.540 -0.802 1.028
H 0.553 1.602 0.130
N 1.975 0.238 0.894
O 0.587 -2.372 -1.679
H 1.916 -0.540 2.903
H -1.563 -0.212 -4.605
H -3.097 -0.405 -2.311
C 1.211 1.470 0.998
H 0.986 1.988 3.090
O -0.373 0.490 2.675
C 0.341 1.634 2.282
H 1.926 2.305 0.950
C -2.023 -0.373 -2.486
H 3.245 0.644 2.529
C -0.278 -1.762 -2.210
C 2.608 -0.156 2.142
*
```

Summary:
- SMILES: O=C1OCCO1.CNCCOC
- HOMO: -8.211 eV
- Frontier orbital gap: 8.8 eV



#x
Below is an isolated molecule of C7H15NO4, with properties calculated with ωB97M-V/def2-TZVPD.

Structure (ORCA input):
```
! wB97M-V def2-TZVPD RIJCOSX def2/J DEFGRID3
* xyz 0 1
O -0.706 -0.281 2.148
C 1.819 1.213 -1.194
O 1.325 0.913 -2.475
H 1.296 0.955 0.987
H 1.687 2.330 -1.081
H -2.163 -0.297 -0.772
O -0.741 -2.732 -0.243
N -0.457 0.915 -0.337
C 0.968 0.577 -0.055
C -1.264 -0.307 -0.189
H -1.979 2.303 0.264
H 0.380 1.059 -2.352
C -0.974 2.040 0.551
H -2.556 0.240 1.435
H -0.300 2.973 0.519
C -0.270 -1.448 -0.653
H 0.060 -3.278 -0.398
H -1.057 1.638 1.581
H -0.884 -0.791 2.938
H 1.102 -1.356 0.986
C -1.777 -0.472 1.246
H -0.117 -1.384 -1.735
H 2.852 0.935 -1.241
C 1.085 -1.013 -0.061
H 2.825 -1.679 -0.290
O 2.101 -1.566 -0.909
H -2.256 -1.485 1.332
*
```

Summary:
- SMILES: CN1[C@H](CO)[C@H](O)[C@@H](O)[C@H]1CO
- HOMO: -8.796 eV
- Frontier orbital gap: 9.3 eV



Result of the stability comparison: #w is the most stable of them.